1.
The following is a DFT calculation (ωB97M-V with the def2-TZVPD basis set) of a structure of composition C8H12AgI3O6.

Geometry as ORCA input:
```
! wB97M-V def2-TZVPD RIJCOSX def2/J DEFGRID3
* xyz -1 2
I 5.3354 -15.6561 -9.0162
I 4.9728 -23.5395 -11.1294
I 11.3402 -20.9368 -6.2802
Ag 7.2692 -19.9321 -8.7151
O 4.6953 -21.4099 -1.3683
O 13.4143 -18.8584 -13.2596
O 4.1368 -23.4373 -2.0170
O 12.7745 -17.0469 -14.4386
O 4.6972 -21.9081 -3.6058
O 11.2362 -18.2325 -13.1878
C 14.5442 -18.1066 -13.7543
C 4.5019 -22.1036 -0.1754
C 4.9935 -24.5706 -0.0649
C 4.0082 -23.4532 -0.5994
C 14.0207 -17.2572 -14.9492
C 14.7985 -15.9801 -15.2090
C 4.5245 -22.2492 -2.3975
C 12.3894 -18.1710 -13.6265
H 15.4052 -18.5809 -14.2254
H 4.9430 -25.4990 -0.6337
H 4.7358 -24.8058 0.9678
H 3.6973 -21.7676 0.4786
H 14.3169 -15.3839 -15.9841
H 14.9192 -15.2465 -14.4120
H 15.8519 -16.2127 -15.3646
H 14.9607 -17.4347 -13.0039
H 6.0363 -24.2920 0.0868
H 2.9432 -23.6546 -0.4842
H 13.6934 -17.8202 -15.8233
H 5.4297 -22.1636 0.3935
*
```

* Kohn-Sham gap (alpha / beta): 4.00 / 2.25 eV
* highest occupied orbital energy (alpha / beta): -4.31 / -4.31 eV
* ⟨S²⟩: 0.7526
* relative energy (zero: lowest compared OMol25 entry of this formula, charge and spin): 629.4 kJ/mol

Mulliken atomic charge list, values in e, 6 entries: -0.84 0.00 -0.87 0.71 -0.29 -0.25

2.
The following is a DFT calculation (ωB97M-V with the def2-TZVPD basis set) of a structure of composition C8H12B2CrF9N4O5Te.

Geometry as ORCA input:
```
! wB97M-V def2-TZVPD RIJCOSX def2/J DEFGRID3
* xyz 2 4
Te 0.3235 -0.4959 3.2887
Cr 0.0239 -0.0583 0.4193
F 4.4040 0.1210 -0.7984
F -2.4963 0.3042 -1.8827
F -1.0101 -0.2129 4.5558
F 0.6716 1.2856 3.7748
F 1.4751 0.5023 1.6753
F 2.0756 -0.8299 3.7930
F 0.0014 -2.2492 3.8375
F 0.8165 -1.7327 1.6206
F -4.3911 0.0940 -0.5693
O -2.4893 -1.2658 -0.1862
O 2.4670 -1.0969 -0.9037
O -2.4988 1.1988 0.2845
O -0.9112 -0.0969 1.9586
O 2.4671 1.3375 -0.7101
N -1.2361 -1.3680 -0.3761
N -1.2213 1.4389 0.0423
N 1.1539 -1.2091 -0.8118
N 1.1290 1.4384 -0.5391
C 0.6945 -2.3960 -1.1219
C -0.7896 2.6341 -0.1770
C -1.5355 -3.7030 -1.1120
C 0.6504 2.6359 -0.4847
C 1.4296 3.8667 -0.6868
C -0.7387 -2.5047 -0.8760
C 1.5487 -3.4849 -1.6121
C -1.6254 3.8387 -0.0706
B 3.1140 0.1314 -0.7742
B -3.0811 0.1506 -0.6405
H -2.5996 -3.4989 -1.0256
H -1.3020 -4.1540 -2.0807
H -1.2761 -4.4689 -0.3636
H 1.0032 -4.4075 -1.7790
H 1.3420 4.5037 0.1990
H -1.4132 4.5589 -0.8608
H 2.4762 3.6623 -0.8798
H 2.3564 -3.6598 -0.8922
H -2.6814 3.5830 -0.0599
H 1.0140 4.4437 -1.5181
H -1.4039 4.3496 0.8748
H 2.0630 -3.1864 -2.5313
*
```

* Kohn-Sham gap (alpha / beta): 7.67 / 5.71 eV
* highest occupied orbital energy (alpha / beta): -17.81 / -17.91 eV
* ⟨S²⟩: 3.8414

Mulliken atomic charge list, values in e, 6 entries: 1.82 -1.22 -0.12 -0.34 -0.32 -0.35

3.
The following is a DFT calculation (ωB97M-V with the def2-TZVPD basis set) of a structure of composition C8H12BFILiN3O.

Geometry as ORCA input:
```
! wB97M-V def2-TZVPD RIJCOSX def2/J DEFGRID3
* xyz 1 1
I 0.2686 -0.8797 -3.1224
F 1.5613 1.2035 -1.2636
O -2.3350 -0.5069 0.9952
N 2.4322 -3.2440 -0.9336
N 0.4663 -2.6830 1.9538
N -1.1460 1.1723 -0.3010
C 0.9420 -1.1155 -1.0837
C 1.7554 -2.3087 -1.0851
C -2.1663 1.5184 -1.3091
C 0.0985 -2.0890 1.0218
C 1.8911 0.0280 -0.6987
C 2.0987 0.2380 0.7820
C -0.2785 -1.3948 -0.1807
C -1.1026 2.1370 0.7959
B -1.2820 -0.1772 0.1708
Li 1.6573 -1.3090 3.3589
H 2.4660 1.2399 0.9236
H 2.8532 -0.4286 1.1781
H -1.8780 1.9718 1.5404
H -2.4700 2.5429 -1.2088
H -1.2298 3.1400 0.4332
H -0.8924 -2.1194 -0.7078
H -3.0512 0.8985 -1.2375
H -1.7488 1.4103 -2.3005
H -0.1517 2.1207 1.3146
H 1.1917 0.1458 1.3801
H 2.8533 -0.2208 -1.1212
H -2.8034 -1.2905 0.7050
*
```

* Kohn-Sham gap: 7.35 eV
* highest occupied orbital energy: -11.93 eV

Mulliken atomic charge list, values in e, 6 entries: 0.29 -0.31 -0.49 -0.44 -0.90 0.04

4.
The following is a DFT calculation (ωB97M-V with the def2-TZVPD basis set) of the molecule C8H12BFO2.

Geometry as ORCA input:
```
! wB97M-V def2-TZVPD RIJCOSX def2/J DEFGRID3
* xyz 0 1
F 1.4004 0.6384 1.7832
O -2.1836 -0.3578 3.1881
O -2.9507 1.0854 1.2933
C -0.3530 1.1909 -1.5182
C 1.3556 -0.5363 -0.9118
C -1.2828 -0.6888 0.9066
C 2.7078 -0.8593 -1.4552
C 0.4737 0.9475 0.8606
C -0.6579 -1.6297 0.1600
C 0.8825 0.8977 -0.5646
C 0.5134 -1.5166 -0.6703
B -2.2206 0.0446 1.9206
H 3.0806 -1.8980 -1.4385
H 2.9158 -0.4801 -2.3887
H -2.3370 0.3293 3.8685
H 3.3478 -0.4121 -0.5567
H -0.5611 0.1732 -2.0787
H -3.8920 1.1739 1.5009
H -1.0578 -2.6298 -0.0189
H -0.3255 2.0952 -2.1622
H 1.5985 1.6273 -0.8696
H -1.2608 1.3861 -0.8573
H 0.6620 -2.5725 -0.9871
H 0.1447 1.9913 0.9960
*
```

* Kohn-Sham gap (alpha / beta): 8.45 / 8.45 eV
* highest occupied orbital energy (alpha / beta): -8.13 / -8.13 eV
* relative energy (zero: lowest compared OMol25 entry of this formula, charge and spin): 481.7 kJ/mol

Mulliken atomic charge list, values in e, 6 entries: -0.33 -0.49 -0.58 -0.95 0.38 -0.02

5.
The following is a DFT calculation (ωB97M-V with the def2-TZVPD basis set) of a structure of composition C8H12Br3Cl6F3O2.

Geometry as ORCA input:
```
! wB97M-V def2-TZVPD RIJCOSX def2/J DEFGRID3
* xyz 0 1
Br -1.3546 5.3574 -1.1241
Br 0.3100 7.7637 0.0643
Br 1.2431 4.7205 0.2682
Cl -3.2328 0.4025 0.8187
Cl -0.4545 -2.5227 -3.0337
Cl -0.9556 -4.8479 -1.1820
Cl 3.5695 -4.2451 1.4637
Cl -2.6638 0.9651 3.6451
Cl 1.2254 -3.7530 3.1811
F 2.2160 -0.6013 2.1999
F 1.5636 1.4029 1.8261
F 3.4100 0.6847 0.9332
O 0.7647 -1.0895 -0.0989
O 1.5522 0.9071 -0.8521
C -0.6499 1.0382 -1.8606
C 2.1752 0.3390 1.2949
C 0.3937 6.0539 -0.8262
C 1.4135 -0.1074 0.0470
C -3.5319 -0.0903 2.5060
C 1.7614 -4.4054 1.6259
C -1.3375 -3.1791 -1.6186
C 0.8147 0.7305 -2.0840
H 1.3645 -3.7427 0.8915
H -0.7953 2.1081 -1.4924
H -4.6048 0.0549 2.7985
H -1.2096 0.9050 -2.7981
H 1.2994 1.3485 -2.8083
H 0.8932 6.2045 -1.7356
H -1.0606 -2.7028 -0.7013
H 1.6041 -5.4823 1.5684
H -3.1455 -1.0912 2.6114
H -1.1142 0.2893 -1.2185
H -2.4144 -3.1101 -1.8424
H 0.9508 -0.3051 -2.4671
*
```

* Kohn-Sham gap: 10.30 eV
* highest occupied orbital energy: -10.19 eV

Mulliken atomic charge list, values in e, 6 entries: -0.03 -0.04 0.01 -0.12 -0.16 -0.17

6.
The following is a DFT calculation (ωB97M-V with the def2-TZVPD basis set) of a structure of composition C8H12Ca3ClO10.

Geometry as ORCA input:
```
! wB97M-V def2-TZVPD RIJCOSX def2/J DEFGRID3
* xyz 5 1
Ca 2.9727 -5.0922 -2.1990
Ca 3.5008 0.9245 0.0933
Ca -1.9728 -3.2024 1.4955
Cl 1.3550 -1.8963 -0.2475
O -2.6954 -3.0861 -4.3666
O -4.3869 -3.0671 -2.8955
O 1.0600 -0.6067 -0.8013
O 2.8246 0.9296 2.3440
O 2.2585 -1.7550 0.8462
O -3.5966 -1.1468 -3.7711
O 2.6263 2.6055 3.7904
O 1.9685 -2.6829 -1.3597
O 0.0985 -2.5467 0.1524
O 1.4604 0.7812 4.1107
C -2.5336 -0.7704 -4.6508
C 0.9476 4.1371 4.5930
C -2.2083 -2.1131 -5.3189
C 1.8023 2.9653 4.9669
C 1.0415 1.6286 5.2280
C -3.6157 -2.4735 -3.5776
C -1.3542 -0.1224 -3.9209
C 2.3634 1.4052 3.3985
H 1.4343 1.2008 6.1448
H -1.7814 0.4743 -3.1178
H -0.0311 1.7804 5.2315
H 2.4957 3.1606 5.7787
H -1.1491 -2.2599 -5.5111
H -2.8989 -0.1066 -5.4286
H -0.9304 0.5562 -4.6679
H 0.1913 3.8991 3.8483
H 1.6026 4.9612 4.3016
H -2.7917 -2.2473 -6.2286
H 0.4646 4.5706 5.4730
H -0.5226 -0.8049 -3.7340
*
```

* Kohn-Sham gap: 4.10 eV
* highest occupied orbital energy: -20.92 eV

Mulliken atomic charge list, values in e, 6 entries: 1.93 1.86 1.95 1.48 -0.35 -0.52

7.
The following is a DFT calculation (ωB97M-V with the def2-TZVPD basis set) of a structure of composition C8H12CaN4O5S4.

Geometry as ORCA input:
```
! wB97M-V def2-TZVPD RIJCOSX def2/J DEFGRID3
* xyz 0 1
Ca 0.0469 0.1678 -0.4477
S 1.7000 0.3108 -2.1874
S -1.4774 2.9034 0.3975
S 1.1112 -1.3599 3.9438
S -1.5171 -4.2214 -1.1262
O -1.3380 1.3948 0.6281
O 0.2440 0.5004 -2.6241
O 1.8261 1.2779 -1.0130
O 2.6432 0.5614 -3.2339
O 1.7261 -1.0359 -1.5737
N -0.9875 -1.8174 -0.4565
N 0.5837 -0.8184 1.5148
N -1.3815 -2.0626 -2.7660
N 2.1509 0.6631 2.4181
C -1.5372 3.1479 -1.3691
C -1.2633 -2.5504 -1.5063
C -0.0181 -2.3695 3.1113
C 0.1357 3.6003 0.6849
C 1.3214 -0.4248 2.5106
C -0.1656 -1.9487 1.8414
C -1.1235 -3.9032 0.5244
C -0.8430 -2.5998 0.6889
H -1.3739 -2.7367 -3.5122
H -0.8591 -1.2110 -2.9594
H -0.4763 -3.2123 3.6056
H 2.3967 0.9220 1.4665
H 0.0528 4.6828 0.5826
H 0.8599 3.1867 -0.0216
H -0.7327 2.6047 -1.8729
H -2.5060 2.7863 -1.7069
H 2.9217 0.7048 3.0635
H -1.0647 -4.7031 1.2448
H 0.3986 3.3407 1.7092
H -1.4539 4.2191 -1.5591
*
```

* Kohn-Sham gap: 8.56 eV
* highest occupied orbital energy: -8.36 eV
* relative energy (zero: lowest compared OMol25 entry of this formula, charge and spin): 109.1 kJ/mol

Mulliken atomic charge list, values in e, 6 entries: 2.17 1.07 0.27 -0.22 -0.22 -0.70

8.
The following is a DFT calculation (ωB97M-V with the def2-TZVPD basis set) of a structure of composition C8H12Cl12F12NO8P2S2V2.

Geometry as ORCA input:
```
! wB97M-V def2-TZVPD RIJCOSX def2/J DEFGRID3
* xyz -1 7
V 0.0263 -0.0150 -3.1914
V -3.0124 1.3340 -2.2229
Cl -2.8379 6.4368 -0.5876
Cl 2.8847 5.7774 -0.8696
Cl -2.4662 -3.1941 4.6584
Cl 5.9699 -4.2527 -3.8380
Cl -2.9499 3.5346 -0.1975
Cl 2.9135 2.9248 3.6837
Cl 0.3957 -2.8894 4.0684
Cl 3.2063 -4.7794 3.2277
Cl 2.6423 -7.6078 2.6409
Cl 0.9298 5.7340 1.3190
Cl 1.4255 0.4045 3.7622
Cl 3.2081 -5.1107 -3.6315
S -0.4952 0.3547 0.0136
S 1.6079 -1.2793 -0.5172
P -1.6793 1.5726 -4.3665
P -5.7763 0.6155 -1.3932
F 0.0646 -3.0313 0.7281
F 0.3953 2.3751 1.4635
F 2.0451 -3.7457 0.1653
F -6.2823 -0.8651 -1.0759
F -6.6290 1.3111 -0.2847
F -6.9306 0.7077 -2.4975
F 1.8207 1.7323 -0.0537
F 0.0542 2.8567 -0.6259
F -4.7711 0.0609 -2.6182
F 0.5180 -3.4888 -1.3590
F -5.1331 2.0749 -1.8420
F -4.4942 0.3276 -0.4069
O 2.5935 -1.4363 -1.5412
O 2.0343 -0.7778 0.7404
O -2.0383 0.1204 -3.4926
O -1.7317 0.8195 -0.5234
O -0.5871 -0.3158 1.2580
O -0.8249 0.4811 -5.1959
O -1.0354 1.8266 -2.9115
O -3.2751 1.5207 -4.4621
N 0.3138 -0.5200 -1.1643
C 0.5278 1.9467 0.2097
C 4.4226 -3.9712 -3.0298
C -2.7316 5.1037 0.5664
C 2.5889 5.3446 0.8112
C -1.2442 -2.2971 3.7490
C 0.9980 -2.9920 -0.2156
C 2.9472 1.1612 3.3625
C 2.4893 -5.9279 2.0906
H -3.4841 5.2828 1.3255
H -1.7579 5.0999 1.0450
H 2.6592 4.2689 0.9079
H 3.2868 5.8662 1.4512
H 1.4332 -5.7059 1.9994
H 4.5045 -4.0829 -1.9566
H -1.2862 -1.2456 4.0009
H 3.7504 0.7488 3.9586
H 3.0006 -5.8302 1.1418
H 3.1430 1.0507 2.3027
H -1.4459 -2.4466 2.6966
H 4.0991 -2.9682 -3.2759
*
```

* Kohn-Sham gap (alpha / beta): 5.39 / 7.52 eV
* highest occupied orbital energy (alpha / beta): -3.90 / -5.99 eV
* ⟨S²⟩: 12.2004

Mulliken atomic charge list, values in e, 6 entries: 0.83 0.92 -0.17 -0.16 -0.20 -0.19